This record from the Open Molecules 2025 dataset describes an isolated ion of composition C25H46ClN3O4P and charge +1 at a distorted geometry. The level of theory is ωB97M-V/def2-TZVPD.

E   -2246.497331 Eh
2S+1   1
Gap between HOMO and LUMO   8.38 eV
SMILES string   C#C[C@]1(N(C)C(C)=O)[C@](CCO)(COC)[C@@](Cl)([C@H](C)CCC)[C@@H](N=C(C)C)[N@+]1(CCO)P(C)C
Total charge   +1
HOMO energy   -10.6 eV
Strongest force on any atom   4.09 eV/Å

The geometry in XYZ format:
```
80
Properties=species:S:1:pos:R:3:forces:R:3
C -1.5530 1.9795 -2.5745 -0.700 -0.292 1.805
C -1.5707 1.5466 -1.4432 1.257 0.398 -0.723
C -1.1314 1.3106 -0.0044 -0.447 0.420 -1.762
N -2.0299 2.1468 0.7102 0.242 -0.900 0.984
C -1.8086 2.5030 2.1059 -0.210 0.576 0.907
C -2.6326 3.2913 0.0277 -0.918 0.932 -0.901
C -4.1300 3.2504 -0.2301 0.488 -0.491 0.727
O -2.0268 4.2772 -0.2766 0.422 -0.463 0.320
C 0.4078 1.4395 0.1685 0.661 0.034 -1.428
C 0.9654 1.1055 1.5593 -0.315 0.440 0.783
C 2.2223 1.8477 2.0195 0.274 -0.205 0.773
O 3.0749 0.8768 2.6413 0.000 -0.139 -0.344
C 0.7998 2.8197 -0.3333 1.111 0.734 0.384
O 0.5982 3.7989 0.6568 -0.198 -0.318 0.386
C 0.9656 5.0813 0.1875 -0.094 -0.399 -0.175
C 1.0069 0.3245 -0.7988 -0.622 0.263 1.120
Cl 1.1448 0.8388 -2.5426 -0.219 -0.192 0.171
C 2.4374 -0.2129 -0.5317 0.593 -0.331 -1.046
C 3.5960 0.7957 -0.6515 0.245 0.020 0.051
C 2.7688 -1.3473 -1.5626 0.014 -0.136 0.731
C 3.6464 -2.3931 -0.8788 0.287 0.200 -0.549
C 4.0370 -3.5641 -1.7759 0.362 -0.128 0.755
C -0.1092 -0.8248 -0.5845 1.560 0.065 -1.157
N 0.4705 -1.8835 0.1910 -1.075 0.242 -0.182
C 0.4908 -3.0794 -0.2330 0.436 -0.516 0.497
C 0.0792 -3.6363 -1.5604 -0.112 0.131 -0.133
C 1.0444 -4.1033 0.7160 0.597 0.196 -0.638
N -1.3172 -0.2785 0.1335 -1.680 -0.541 1.647
C -1.5572 -0.7842 1.5434 0.445 -0.036 0.591
C -2.1741 -2.1822 1.6694 0.125 -0.438 0.728
O -1.6696 -2.7428 2.8750 0.300 -0.047 -0.105
P -2.9100 -0.6631 -0.7000 -0.383 2.445 -3.256
C -2.9920 -2.1814 -1.6820 0.137 -0.969 0.950
C -4.4097 -0.2342 0.2331 -0.114 -1.457 1.305
H -1.6874 2.4348 -3.5138 0.053 0.039 -0.599
H -1.6132 1.6700 2.7690 -0.080 -0.347 -0.198
H -1.0228 3.2336 2.2857 0.195 0.058 -0.403
H -2.7215 2.9560 2.4918 -0.218 0.026 -0.098
H -4.4976 4.2601 -0.3090 -0.037 0.289 -0.107
H -4.6326 2.7464 0.5921 -0.169 -0.121 -0.033
H -4.3210 2.7195 -1.1572 0.009 -0.185 -0.101
H 0.2403 1.2853 2.3435 -0.231 0.165 -0.148
H 1.1724 0.0483 1.6756 0.141 -0.187 -0.329
H 1.9602 2.5575 2.7985 -0.181 0.324 -0.101
H 2.7625 2.3900 1.2548 -0.138 0.008 -0.236
H 3.9851 1.1566 2.5238 0.122 0.006 0.175
H 1.8746 2.7977 -0.5370 0.063 -0.080 -0.206
H 0.3299 3.1150 -1.2683 -0.315 -0.207 0.038
H 0.2543 5.4279 -0.5614 -0.090 0.087 -0.064
H 1.9561 5.0215 -0.2689 0.183 0.232 0.064
H 0.9592 5.7444 1.0400 0.089 0.207 0.114
H 2.5526 -0.7002 0.4261 -0.501 0.201 0.378
H 4.4440 0.2860 -1.0956 0.133 -0.125 -0.143
H 3.9785 1.1346 0.2999 -0.170 0.159 0.254
H 3.4145 1.6558 -1.2865 -0.211 0.036 -0.086
H 3.3535 -0.9480 -2.3820 -0.093 0.214 -0.284
H 1.8793 -1.7801 -2.0097 -0.062 -0.150 0.000
H 4.5694 -1.8836 -0.6033 0.121 0.114 0.136
H 3.2275 -2.7318 0.0643 -0.207 -0.119 0.051
H 4.2747 -3.2624 -2.7903 -0.202 0.050 -0.196
H 4.9436 -4.0019 -1.3649 0.155 -0.168 -0.057
H 3.3080 -4.3681 -1.7534 -0.309 -0.009 -0.340
H -0.4166 -1.0075 -1.6130 -0.360 -0.590 0.028
H 0.7385 -4.4425 -1.8572 0.215 -0.149 0.104
H 0.0910 -2.9230 -2.3748 -0.228 0.217 -0.067
H -0.9074 -4.0814 -1.4588 -0.195 -0.032 -0.085
H 0.2814 -4.8003 1.0460 -0.112 -0.091 0.138
H 1.5636 -3.6223 1.5323 -0.292 0.086 0.422
H 1.8052 -4.6487 0.1590 -0.029 -0.387 0.049
H -0.6598 -0.7898 2.1497 0.250 -0.032 -0.271
H -2.2427 -0.1060 2.0351 -0.108 0.386 -0.283
H -1.9275 -2.8633 0.8602 0.165 0.106 -0.168
H -3.2552 -2.1555 1.7660 -0.210 0.229 -0.358
H -2.3631 -2.7824 3.5350 -0.083 -0.032 0.075
H -3.9368 -2.1377 -2.2174 -0.254 0.339 0.084
H -2.2296 -2.1591 -2.4481 0.236 0.097 -0.061
H -2.9685 -3.1436 -1.1687 0.035 -0.062 0.051
H -5.1464 0.2452 -0.3974 0.232 0.104 -0.559
H -4.2183 0.4489 1.0495 0.316 0.167 0.097
H -4.8859 -1.1186 0.6646 -0.097 0.030 0.107
```
Forces are in eV/Å.